# 1
{"formula": "C5H7NO", "method": "ωB97M-V/def2-TZVPD", "homo_lumo_gap_ev": 8.845, "lumo_energy_ev": 0.82, "e_tot_ev": -8829.6950, "charge": 0, "relative_energy_kcal_mol": 150.1, "homo_ev": -8.03, "symbols": ["C", "C", "N", "C", "C", "C", "O", "H", "H", "H", "H", "H", "H", "H"], "coordinates": [[-1.90395, -0.36031, 0.34277], [-0.39381, 0.78170, -0.14648], [-0.20238, -0.66718, 0.71190], [0.70395, 0.44018, 0.82385], [1.76501, 0.31918, -0.27047], [0.57466, 0.36929, -1.25209], [0.45337, 0.16484, -2.42896], [-2.32102, -0.14350, -0.63994], [-2.34341, 0.28890, 1.09159], [-2.14537, -1.40696, 0.58132], [0.13124, -1.40894, 0.10055], [0.86424, 0.85360, 1.81530], [2.44445, -0.54133, -0.26176], [2.35476, 1.23479, -0.37964]], "atomic_forces_ev_per_a": [[-0.58, -0.15, 0.03], [0.09, 0.30, -0.24], [0.26, -0.35, 0.19], [0.10, 0.03, 0.23], [0.12, -0.02, 0.00], [-0.05, -0.12, -0.60], [0.10, 0.12, 0.51], [0.06, 0.02, 0.11], [0.13, -0.05, -0.07], [0.12, 0.17, -0.03], [-0.03, 0.04, -0.01], [-0.09, -0.02, -0.15], [-0.15, 0.10, 0.01], [-0.10, -0.08, 0.01]], "mulliken_charge": [-0.6742, -0.4059, -0.3819, -0.0336, -0.6383, 0.4340, -0.5722, 0.2994, 0.2637, 0.3705, 0.3606, 0.4053, 0.2849, 0.2877]}



# 2
{"formula": "F6KP", "method": "ωB97M-V/def2-TZVPD", "homo_lumo_gap_ev": 11.392, "lumo_energy_ev": -0.85, "e_tot_ev": -41925.0233, "charge": 0, "relative_energy_kcal_mol": 26.6, "homo_ev": -12.24, "symbols": ["K", "P", "F", "F", "F", "F", "F", "F"], "coordinates": [[-0.30686, -0.58140, -2.38251], [0.05547, 0.05288, 0.33503], [0.72144, 1.28001, 1.08082], [0.07034, -0.65889, 1.79424], [-1.41238, 0.74115, 0.60459], [-0.71425, -1.29230, -0.23628], [0.09811, 0.96487, -1.00918], [1.48814, -0.50634, -0.18669]], "atomic_forces_ev_per_a": [[-0.38, -1.89, -3.50], [-0.43, 1.70, 5.04], [0.95, 0.76, -0.07], [0.05, -0.67, -1.13], [0.30, -1.03, -0.30], [0.34, 0.56, -0.23], [-0.28, 1.38, -0.16], [-0.54, -0.80, 0.36]], "mulliken_charge": [1.0338, 1.1781, -0.3263, -0.3364, -0.3415, -0.4195, -0.4686, -0.3195]}



# 3
{"formula": "C14H20N2O3S", "method": "ωB97M-V/def2-TZVPD", "homo_lumo_gap_ev": 9.070, "lumo_energy_ev": 0.72, "e_tot_ev": -34801.8785, "charge": 0, "relative_energy_kcal_mol": 1.2, "homo_ev": -8.35, "symbols": ["C", "O", "C", "O", "C", "C", "C", "S", "C", "N", "C", "O", "N", "C", "C", "C", "C", "C", "C", "C", "H", "H", "H", "H", "H", "H", "H", "H", "H", "H", "H", "H", "H", "H", "H", "H", "H", "H", "H", "H"], "coordinates": [[-3.11372, -4.08005, -0.38433], [-3.13015, -2.74486, 0.11058], [-1.97994, -2.08338, 0.05835], [-0.94863, -2.54118, -0.36477], [-2.11668, -0.66199, 0.58198], [-3.02982, 0.15751, -0.35024], [-3.46441, 1.46413, 0.31495], [-3.48909, 2.86483, -0.84633], [-1.71728, 3.25731, -0.84733], [-0.79400, -0.08424, 0.65414], [-0.40355, 0.61939, 1.75562], [-1.17932, 0.99555, 2.61438], [0.93174, 0.92468, 1.84384], [1.98986, 0.62372, 0.97914], [3.22789, 0.28980, 1.52284], [4.30061, 0.00274, 0.70178], [4.17463, 0.04223, -0.68098], [5.32616, -0.29901, -1.57597], [2.94478, 0.40332, -1.21704], [1.86584, 0.69958, -0.40609], [-4.11214, -4.47565, -0.21974], [-2.37043, -4.67252, 0.15205], [-2.86817, -4.08509, -1.44789], [-2.56217, -0.68426, 1.58472], [-2.47626, 0.36869, -1.26795], [-3.90347, -0.43834, -0.61520], [-2.79359, 1.73519, 1.12892], [-4.47620, 1.38803, 0.70839], [-1.58459, 4.12871, -1.47940], [-1.39953, 3.47695, 0.16812], [-1.15474, 2.41902, -1.24859], [-0.09116, -0.60810, 0.14521], [1.18892, 1.29456, 2.74890], [3.34373, 0.25528, 2.59669], [5.25094, -0.25848, 1.14442], [5.37369, 0.38442, -2.42132], [6.26723, -0.25534, -1.03364], [5.20598, -1.30876, -1.96955], [2.83064, 0.46436, -2.28967], [0.93639, 1.02127, -0.84898]], "atomic_forces_ev_per_a": [[0.18, -0.32, -0.16], [-0.27, 0.23, 0.16], [0.26, 0.28, 0.17], [-0.01, -0.14, -0.11], [-0.30, 0.00, -0.08], [0.02, -0.17, 0.23], [0.13, 0.36, -0.46], [-0.01, 0.08, 0.11], [-0.49, -0.24, 0.07], [0.14, -0.22, -0.11], [-0.02, -0.01, -0.17], [-0.23, 0.05, 0.35], [0.21, 0.28, 0.45], [0.27, -0.15, -0.27], [-0.19, 0.00, -0.01], [-0.04, 0.07, -0.11], [0.00, 0.05, 0.00], [-0.04, -0.08, -0.02], [0.10, -0.07, 0.11], [-0.01, 0.07, 0.07], [0.05, 0.04, -0.01], [-0.08, 0.03, -0.05], [-0.03, -0.02, 0.08], [0.11, -0.08, -0.15], [0.00, -0.06, 0.01], [-0.01, 0.03, -0.06], [-0.09, -0.04, 0.08], [0.02, -0.02, 0.10], [0.07, 0.07, -0.05], [0.13, 0.05, 0.04], [0.17, -0.03, -0.03], [-0.05, 0.04, 0.07], [-0.20, -0.03, -0.14], [-0.01, -0.04, 0.11], [0.10, -0.02, 0.04], [0.07, 0.02, -0.07], [0.09, 0.00, -0.02], [0.08, -0.05, -0.06], [-0.02, 0.02, -0.12], [-0.08, 0.03, -0.03]], "mulliken_charge": [-0.6942, -0.3071, 0.4116, -0.6244, -0.2010, -0.8133, -0.5550, -0.1399, -0.5739, 0.0178, 0.2453, -0.6962, -0.0861, 0.3938, -0.7426, -0.7935, 0.8080, -1.4233, -0.8528, 0.2312, 0.2385, 0.3095, 0.3129, 0.4205, 0.3578, 0.4057, 0.1873, 0.4016, 0.3806, 0.2250, 0.0281, 0.3880, 0.2616, 0.3890, 0.3270, 0.3569, 0.3571, 0.2894, 0.3759, 0.3832]}